# 1
Formula: C4H6NOS
Source: OMol25
Level of theory: ωB97M-V/def2-TZVPD

The calculation puts the calculated total energy at -683.72208 hartree. Its molar mass is 116.165 g/mol. The value obtained for the energy above the lowest of the compared OMol25 structures with the same formula, charge and spin is 130.18 kcal/mol. The charge is +1. The multiplicity is 1. As for the LUMO energy: -5.365 eV.

CARTESIAN COORDINATES (ANGSTROEM)
S -0.752 0.753 1.989
O 0.877 0.183 -1.349
N 0.531 0.017 -0.068
C -0.450 0.723 0.387
C -0.232 -0.694 -1.894
C 1.263 -0.306 3.657
C 0.679 0.249 2.732
H 1.178 -0.478 0.511
H -0.887 1.203 -0.392
H -0.788 -1.083 -0.993
H 0.159 -1.611 -2.413
H -0.883 -0.198 -2.649
H 2.084 -0.591 4.237

Cartesian forces (eV/Å) of the 2 atoms listed first:
-1.58 1.20 2.40
-2.10 -2.01 -1.36

=====

# 2
Formula: C2H3NO2S
Source: OMol25
Level of theory: ωB97M-V/def2-TZVPD

The calculation puts the calculated total energy at -681.25034 hartree. Its molar mass is 105.118 g/mol. The value obtained for the energy above the lowest of the compared OMol25 structures with the same formula, charge and spin is 131.14 kcal/mol. The multiplicity is 1. As for the LUMO energy (spin up / spin down): -1.305 / -2.748 eV.

CARTESIAN COORDINATES (ANGSTROEM)
S 1.216 -1.935 0.138
O 1.794 1.954 0.220
O -1.473 -0.651 -0.739
N 1.599 0.764 0.025
C 0.895 -0.250 0.024
C -0.653 0.115 -0.017
H -0.815 1.278 -0.329
H -1.620 -1.593 -0.350
H -0.943 0.318 1.028

Cartesian forces (eV/Å) of the 2 atoms listed first:
0.44 1.28 -0.10
-0.90 -2.11 -0.19

=====

# 3
Formula: C7H10Br2NS
Source: OMol25
Level of theory: ωB97M-V/def2-TZVPD

The calculation puts the calculated total energy at -5873.42827 hartree. Its molar mass is 300.039 g/mol. The value obtained for the energy above the lowest of the compared OMol25 structures with the same formula, charge and spin is 0.00 kcal/mol. The charge is +1. The multiplicity is 1. As for the LUMO energy: -4.353 eV.

CARTESIAN COORDINATES (ANGSTROEM)
Br 1.697 0.547 1.776
Br 1.100 -0.674 -2.615
S -3.121 -0.629 -0.312
N -1.050 -0.931 1.067
C 0.889 0.139 0.085
C -0.618 0.167 0.159
C 1.737 -0.180 -0.896
C -1.528 -0.023 -1.044
C -2.264 -1.345 0.965
C 3.233 -0.199 -0.782
C -1.086 1.511 0.859
H -1.292 -0.812 -1.743
H -2.686 -2.085 1.625
H 3.667 -0.396 -1.753
H 3.529 -0.962 -0.072
H -1.505 1.321 1.838
H -0.401 -1.302 1.751
H -1.864 1.987 0.272
H -1.740 0.862 -1.628
H 3.579 0.782 -0.472
H -0.276 2.220 0.919

Cartesian forces (eV/Å) of the 2 atoms listed first:
-0.10 -0.15 -0.04
0.19 0.04 -0.08

=====

# 4
Formula: CHBrF5NP
Source: OMol25
Level of theory: ωB97M-V/def2-TZVPD

The expectation value of S² is 2.015. The calculation puts the calculated total energy at -3507.75985 hartree. Its molar mass is 232.894 g/mol. The charge is +1. The multiplicity is 3. As for the LUMO energy (spin up / spin down): -4.641 / -11.659 eV.

CARTESIAN COORDINATES (ANGSTROEM)
Br -3.010 0.675 -0.935
P -1.116 0.835 0.075
F 1.548 -0.898 1.269
F 1.888 -1.547 -0.685
F -1.260 0.392 1.569
F -0.822 2.335 0.255
F -0.189 -1.640 0.120
N 0.807 0.365 -0.367
C 0.999 -0.945 0.064
H 1.156 0.428 -1.366

Cartesian forces (eV/Å) of the 2 atoms listed first:
-6.05 0.16 -2.35
9.48 -0.83 2.58

=====

# 5
Formula: H80O40
Source: OMol25
Level of theory: ωB97M-V/def2-TZVPD

The calculation puts the calculated total energy at -3057.31010 hartree. Its molar mass is 720.600 g/mol. The value obtained for the energy above the lowest of the compared OMol25 structures with the same formula, charge and spin is 280.65 kcal/mol. The multiplicity is 1. As for the LUMO energy: -0.631 eV.

CARTESIAN COORDINATES (ANGSTROEM)
O 3.676 -2.346 4.668
O 0.005 3.819 2.701
O -1.524 1.736 1.793
O 2.749 1.729 4.370
O -5.516 -1.450 -0.219
O 3.200 3.938 -0.754
O 2.590 -4.592 -2.610
O -1.584 -4.896 1.495
O 2.898 -0.410 2.594
O 2.147 1.890 -4.918
O 4.175 -3.228 2.363
O -4.863 1.101 -0.717
O 2.660 -2.532 -4.245
O 0.714 -3.177 2.267
O 0.844 5.206 -3.898
O 3.582 4.550 2.753
O -2.690 4.975 1.052
O 0.724 6.034 -0.372
O -3.299 -0.569 0.721
O 1.060 0.486 -2.758
O 2.016 -3.951 0.155
O -2.006 -4.328 -4.243
O 6.411 1.516 0.252
O 0.112 -2.015 -5.140
O 0.474 3.003 -0.538
O -4.470 -1.750 -3.846
O -2.585 -4.527 3.771
O -0.322 -1.772 -2.694
O -4.003 2.151 1.874
O 3.430 1.982 1.033
O -4.077 4.312 -1.662
O -2.571 -2.105 2.399
O -2.918 2.360 -2.695
O 3.949 -2.147 -0.894
O -2.658 -1.805 -1.477
O 0.881 0.631 0.157
O -1.350 -2.284 5.328
O -2.076 2.865 5.144
O 3.845 1.285 -2.137
O -3.341 -4.197 -0.184
H -0.165 3.650 -0.964
H 3.037 0.272 1.984
H 1.200 2.786 -1.205
H 3.915 3.923 -0.028
H -3.356 -4.071 4.097
H -2.996 -4.603 2.881
H 3.386 -1.684 5.371
H 1.840 -4.320 -2.102
H 1.649 4.735 -4.058
H -2.862 -4.864 0.409
H -1.237 -2.932 4.544
H 2.965 -2.377 3.993
H 1.484 6.017 0.142
H 1.891 -2.209 -4.639
H -2.573 -2.476 -0.638
H -4.183 -4.535 -0.382
H -2.984 3.026 5.294
H 0.861 6.753 -0.999
H 2.994 1.167 -2.561
H -3.986 1.225 1.659
H 4.460 0.617 -2.216
H -3.520 1.731 -3.070
H 5.835 1.258 -0.568
H 1.111 -2.326 1.950
H 0.977 -0.419 -2.981
H -6.025 -0.863 -0.702
H -3.440 -2.225 -1.839
H -2.089 2.499 1.926
H -0.217 3.134 3.373
H 4.709 -3.366 1.520
H -3.648 4.596 -0.816
H 1.930 -4.071 1.148
H 3.740 -2.882 -1.491
H -4.011 2.108 2.847
H -5.155 -0.894 0.500
H 0.228 0.876 -2.578
H 3.069 4.629 3.591
H 0.570 -3.184 3.246
H 0.661 0.093 -0.566
H 2.459 3.601 -0.302
H -3.414 3.074 -3.209
H -0.812 -1.675 -1.856
H 1.707 1.086 -4.624
H -3.598 4.943 -2.260
H -3.706 -1.118 -4.078
H -0.538 -2.423 -4.429
H -1.524 -3.504 -4.366
H 3.422 -2.456 -0.155
H -0.416 -1.925 5.495
H -2.270 4.728 1.861
H -0.799 2.208 1.455
H -1.966 -1.368 2.202
H 2.690 -4.143 -3.543
H -4.260 1.320 -0.023
H -1.754 2.448 4.322
H -2.829 -2.377 1.562
H 3.949 3.690 2.729
H 0.261 1.227 0.016
H 0.105 -2.633 -2.414
H -2.745 0.275 0.753
H -0.939 -4.246 1.557
H -5.090 1.943 -1.036
H 3.171 -2.832 -4.984
H -4.012 -2.658 -4.121
H -1.489 -4.897 -4.776
H 3.047 2.617 1.735
H 3.356 -1.162 2.217
H -0.040 4.425 3.526
H 2.024 1.273 4.094
H 6.095 0.824 0.849
H 2.094 -4.867 -0.254
H 0.269 4.441 -4.067
H 2.860 1.847 0.366
H 3.606 1.501 4.011
H 2.877 1.950 -4.354
H -0.205 -2.512 -5.939
H -3.435 -0.986 -0.197
H 4.759 -2.931 3.053
H -1.356 -5.771 1.765
H -1.910 4.782 0.456

Cartesian forces (eV/Å) of the 2 atoms listed first:
-1.13 1.11 1.34
-0.63 0.95 4.05

=====

# 6
Formula: C30H34Br2FMoN8O4STe
Source: OMol25
Level of theory: ωB97M-V/def2-TZVPD

The expectation value of S² is 2.022. The calculation puts the calculated total energy at -7884.09364 hartree. Its molar mass is 1005.067 g/mol. The value obtained for the energy above the lowest of the compared OMol25 structures with the same formula, charge and spin is 24.51 kcal/mol. The charge is +3. The multiplicity is 3. As for the LUMO energy (spin up / spin down): -8.202 / -7.898 eV.

CARTESIAN COORDINATES (ANGSTROEM)
Te 2.297 -0.445 -2.385
Mo -0.428 0.262 -2.424
Br -4.110 4.232 -6.761
Br 0.335 0.872 -7.173
S -1.201 -2.072 -2.119
F 0.446 -2.754 3.373
O 0.256 2.080 -2.120
O -0.119 4.146 -1.427
O -0.761 0.199 -0.368
O -0.458 0.100 -4.306
N 1.809 -2.489 7.814
N 1.502 -1.228 5.276
N -2.880 -3.163 -4.032
N 0.379 -2.433 -4.757
N -0.966 -2.747 -4.767
N 1.021 2.621 2.450
N -2.909 -3.573 -5.365
N -2.256 1.287 -2.764
C 1.261 0.715 3.917
C 0.577 -1.406 3.068
C -4.159 3.068 -3.716
C 1.521 3.530 3.554
C -2.133 2.291 -6.840
C -0.140 1.030 0.430
C -1.133 -3.533 -7.149
C 0.135 2.344 0.164
C 0.276 0.457 1.693
C 0.289 4.054 4.346
C 3.138 0.537 -0.661
C -3.069 2.851 -6.024
C -1.713 -2.623 -3.675
C -1.191 1.349 -6.199
C -3.177 1.737 -1.954
C -2.265 1.643 -4.102
C -1.313 0.999 -4.871
C 1.904 -2.602 5.427
C 0.666 3.119 1.230
C 0.814 1.275 2.693
C 0.045 2.996 -1.179
C 2.122 -2.499 -1.782
C 0.172 -0.915 1.857
C -3.199 2.550 -4.614
C 1.137 -0.652 4.095
C -1.710 -3.292 -5.799
C 2.735 -2.853 6.652
C -4.159 2.670 -2.426
C 1.335 -1.094 7.781
C 0.654 -0.860 6.399
H 0.847 -3.227 -5.199
H 2.933 1.577 -0.822
H -3.149 1.393 -0.902
H 1.457 -2.606 -0.952
H 0.352 0.156 6.416
H 0.958 -3.068 7.648
H -0.385 -1.561 1.209
H 2.189 2.962 4.197
H 0.889 4.209 1.086
H 0.585 4.812 5.072
H 3.613 -2.233 6.780
H 2.638 0.201 0.240
H 1.702 1.269 4.767
H 1.725 -3.046 -2.625
H 1.070 -3.313 5.579
H 4.249 0.374 -0.656
H -4.928 3.732 -4.092
H 2.120 4.306 3.077
H 3.045 -3.911 6.801
H -0.267 -1.464 6.432
H 2.160 -2.768 8.712
H 0.501 -1.554 -5.320
H -0.378 4.547 3.661
H -4.903 3.131 -1.784
H 2.445 -3.035 4.608
H 3.114 -2.921 -1.614
H -1.864 -3.997 -7.851
H -0.219 3.159 4.770
H -3.729 -3.258 -3.528
H 2.215 -0.399 7.777
H -0.330 -4.250 -7.099
H -0.670 -2.608 -7.552
H 0.619 -0.872 8.602
H -1.982 2.484 -7.902

Cartesian forces (eV/Å) of the 2 atoms listed first:
0.15 -0.55 -0.07
0.61 0.30 0.76

=====

# 7
Formula: C22H21GeN5O6RuSSe
Source: OMol25
Level of theory: ωB97M-V/def2-TZVPD

The calculation puts the calculated total energy at -6547.41812 hartree. Its molar mass is 736.146 g/mol. The value obtained for the energy above the lowest of the compared OMol25 structures with the same formula, charge and spin is 65.30 kcal/mol. The multiplicity is 1. As for the LUMO energy (spin up / spin down): -1.839 / -1.859 eV.

CARTESIAN COORDINATES (ANGSTROEM)
Ru -0.475 0.241 -0.524
Se -1.429 -2.368 -2.259
Ge 1.950 0.800 -2.988
S -3.138 -0.911 0.218
O -2.905 -0.032 1.531
O -2.594 -0.111 -0.934
O -4.550 -1.062 0.147
O -2.374 -2.128 0.383
O -2.294 0.351 6.355
O -3.039 2.342 6.221
N -2.530 1.357 5.717
N -0.479 -0.354 1.518
N -0.469 -3.794 -2.483
N -0.134 -1.520 -1.378
N -0.994 1.993 0.364
C -2.375 2.626 3.707
C 3.070 -3.053 -0.518
C -0.798 -1.947 3.250
C -1.561 0.417 2.080
C 1.629 -0.853 -4.011
C 0.703 -3.639 -1.860
C -0.258 -1.548 2.042
C -2.049 4.138 1.761
C 2.878 -4.315 -1.132
C -1.710 0.268 3.573
C 1.303 2.307 -4.094
C -1.980 2.874 2.372
C -1.037 3.205 -0.191
C -1.448 -1.011 4.047
C -1.588 4.291 0.474
C 0.903 -2.361 -1.238
C 1.720 -4.618 -1.787
C -2.207 1.399 4.291
C 1.067 1.027 -1.242
C 2.109 -2.080 -0.559
C 3.886 0.999 -2.636
C -1.463 1.827 1.600
H 2.156 -1.703 -3.581
H 1.820 2.312 -5.053
H 2.002 -0.693 -5.023
H -0.597 -2.944 3.612
H -2.763 3.424 4.319
H 3.667 -5.053 -1.067
H 0.450 -2.183 1.524
H 1.558 -5.580 -2.252
H 4.074 1.894 -2.043
H 4.441 1.081 -3.570
H -0.613 3.292 -1.182
H 0.235 2.194 -4.281
H 2.233 -1.124 -0.071
H 3.997 -2.858 0.004
H 0.567 -1.089 -4.070
H -2.463 4.970 2.316
H 4.256 0.131 -2.089
H -1.695 -1.254 5.064
H -1.643 5.248 -0.026
H 1.477 3.267 -3.607
H 1.499 1.909 -0.743

Cartesian forces (eV/Å) of the 2 atoms listed first:
1.42 0.23 -0.70
0.05 -0.14 -0.27

=====

# 8
Formula: C52H43N2O7P2S2SiSn
Source: OMol25
Level of theory: ωB97M-V/def2-TZVPD

The calculation puts the calculated total energy at -4626.74321 hartree. Its molar mass is 1080.802 g/mol. The value obtained for the energy above the lowest of the compared OMol25 structures with the same formula, charge and spin is 0.00 kcal/mol. The charge is -1. The multiplicity is 1. As for the LUMO energy: 2.320 eV.

CARTESIAN COORDINATES (ANGSTROEM)
Sn -0.167 -1.005 0.672
S -1.047 2.179 2.076
S 2.098 -0.407 -1.331
P -1.649 1.766 0.239
P 0.545 0.747 -1.767
Si 2.508 -0.341 2.880
O -0.725 -4.582 -0.077
O -3.770 -4.539 -5.549
O -0.257 -2.501 -0.777
O -3.277 -6.375 -4.237
O -1.964 -1.310 1.639
O -2.852 -1.817 3.640
O 1.306 -0.380 1.821
N 0.046 -2.925 2.011
N -1.037 -2.958 2.929
C 5.273 -3.452 3.312
C 4.802 1.254 2.190
C 2.177 5.047 -1.771
C -0.013 -1.038 -5.423
C -3.883 -5.956 -5.454
C -1.133 4.450 -0.397
C 0.395 -0.540 4.772
C 3.604 -2.469 1.330
C -4.303 1.849 1.079
C 2.221 4.246 -0.635
C -2.103 5.628 -2.257
C 0.508 -0.678 -4.186
C -0.062 0.358 -3.455
C 3.707 3.605 3.171
C -1.821 3.298 -0.755
C 4.406 -3.575 1.076
C 1.127 2.472 -1.843
C -2.026 -1.963 2.770
C -5.135 -0.271 -0.508
C 2.557 -0.275 5.762
C -2.681 3.331 -1.852
C -2.818 4.488 -2.604
C 1.775 -0.398 4.609
C 1.989 -0.337 7.026
C 4.975 3.617 2.601
C 3.531 1.222 2.762
C -3.383 1.188 0.269
C -0.740 0.555 -0.626
C -2.737 -5.240 -3.672
C 0.617 -0.513 7.164
C 5.520 2.442 2.106
C 2.992 2.419 3.245
C -1.104 -0.361 -5.946
C 5.241 -4.068 2.067
C -1.586 -3.845 -2.162
C -5.631 1.458 1.085
C -1.268 5.608 -1.150
C -1.162 1.029 -3.986
C -3.804 0.128 -0.522
C -1.882 -2.745 -2.955
C -0.811 -3.665 -0.888
C 3.611 -1.840 2.578
C -2.021 -5.131 -2.512
C 1.614 4.560 -2.939
C -6.049 0.395 0.292
C 4.464 -2.353 3.561
C -0.183 -0.604 6.034
C -1.677 0.679 -5.224
C -2.628 -2.875 -4.130
C 1.697 2.966 -0.668
C -3.035 -4.142 -4.459
C 1.093 3.271 -2.978
H -1.257 -0.708 6.124
H 0.433 -1.858 -5.973
H 5.533 4.543 2.537
H 2.584 6.051 -1.743
H 5.866 -4.932 1.873
H 0.935 -2.900 2.501
H -1.622 1.834 -3.427
H -5.451 -1.110 -1.116
H -6.341 1.972 1.722
H -4.939 -6.234 -5.448
H 5.237 0.341 1.798
H -2.530 1.215 -5.623
H -0.497 4.425 0.478
H 6.504 2.448 1.652
H -1.511 -1.774 -2.654
H -7.086 0.081 0.308
H 3.276 4.522 3.555
H 5.924 -3.833 4.089
H -1.801 -5.976 -1.875
H 1.576 5.180 -3.827
H 1.354 -1.207 -3.767
H -2.206 6.532 -2.844
H 0.172 -0.560 8.150
H -0.016 -3.760 1.414
H 1.727 2.341 0.219
H -3.490 4.504 -3.453
H -3.361 -6.417 -6.298
H 4.376 -4.047 0.102
H 2.666 4.615 0.279
H -3.077 -0.386 -1.140
H -0.764 -3.075 3.894
H 2.614 -0.240 7.906
H -3.965 2.657 1.717
H -2.860 -2.022 -4.752
H -3.260 2.450 -2.106
H -0.714 6.496 -0.870
H 3.626 -0.105 5.674
H 2.977 -2.078 0.535
H -1.512 -0.645 -6.908
H 0.669 2.896 -3.900
H 4.492 -1.894 4.543
H 1.998 2.423 3.680
H -0.250 -0.547 3.899

Cartesian forces (eV/Å) of the 2 atoms listed first:
-0.08 -0.02 -0.46
0.01 0.05 -0.05